9
Properties=species:S:1:pos:R:3 method="wB97M-V/def2-TZVPD" relative_energy_kcal_mol=0.00 multiplicity=1 orbital_gap_ha=0.3715 smiles=S.S.S total_energy_ev=-32602.630 charge=0
S -0.4299 -2.5134 -1.2567
H -1.6016 -2.9918 -1.6587
H -0.6912 -1.2477 -1.5222
S -1.4249 1.5721 -0.9262
H -1.1425 1.7459 0.3645
H -0.1610 1.7714 -1.2826
S 1.5256 0.4941 1.5609
H 2.6954 1.0450 1.8899
H 1.2302 0.1243 2.8310